[1]
{"formula": "C29H35N2O", "method": "ωB97M-V/def2-TZVPD", "e_tot_ha": -1310.5142, "gap_ha": 0.289, "lumo_energy_ev": -2.9, "de_lowest_ev": 1.3573, "total_charge": 1, "homo_energy_ev": -10.8, "elements": ["C", "C", "C", "C", "C", "N", "C", "C", "C", "C", "C", "C", "C", "C", "C", "C", "C", "C", "C", "C", "C", "C", "C", "C", "H", "H", "H", "H", "H", "H", "H", "H", "H", "H", "H", "H", "H", "H", "H", "H", "H", "H", "H", "H", "H", "H", "C", "O", "C", "C", "C", "C", "C", "N", "H", "H", "H", "H", "H", "H", "H", "H", "H", "H", "H", "H", "H"], "positions_angstrom": [[5.23927, -1.04203, 0.65964], [5.56784, -0.03648, -0.25728], [4.71310, 1.06822, -0.40537], [3.55678, 1.16573, 0.36483], [2.64190, 2.35330, 0.14711], [1.24901, 2.09822, 0.50076], [0.57301, 2.99728, 1.43839], [-0.70305, 3.61056, 0.89942], [-1.82995, 3.71785, 1.72529], [-3.04092, 4.20085, 1.21569], [-3.12719, 4.59790, -0.12509], [-1.99424, 4.51665, -0.94645], [-0.78895, 4.02936, -0.42778], [0.64270, 0.99055, 0.06091], [-0.57450, 0.53581, 0.50851], [-1.29685, -0.38497, -0.32311], [-2.81673, -0.38347, -0.08371], [-3.70668, -0.69180, -1.13411], [-5.09318, -0.73377, -0.91557], [-5.60154, -0.48385, 0.36542], [-4.73329, -0.20907, 1.42772], [-3.34445, -0.19256, 1.20664], [3.25859, 0.18099, 1.31645], [4.10398, -0.93178, 1.43991], [5.91384, -1.89803, 0.76878], [6.45750, -0.09285, -0.87490], [4.91882, 1.86064, -1.13586], [2.98736, 3.23332, 0.70415], [2.69721, 2.64721, -0.91566], [0.34455, 2.44595, 2.36514], [1.27974, 3.80168, 1.68191], [-1.73907, 3.42302, 2.77476], [-3.91250, 4.27035, 1.87710], [-4.07593, 4.97600, -0.52003], [-2.05083, 4.83709, -1.98802], [0.09682, 3.98132, -1.06374], [1.16517, 0.45346, -0.73362], [-0.93693, 0.83467, 1.50649], [-1.06127, -0.24274, -1.38010], [-3.31587, -0.85480, -2.13665], [-5.76283, -0.92927, -1.75759], [-6.68322, -0.51005, 0.53038], [-5.13764, 0.01952, 2.42045], [-2.69759, -0.00342, 2.06800], [2.37696, 0.26854, 1.94378], [3.84559, -1.70645, 2.15978], [2.80902, -1.07152, -2.51653], [1.91613, -1.39856, -1.46666], [1.87426, -2.77095, -1.15022], [0.77173, -2.93859, -0.09695], [0.34272, -4.41015, -0.00331], [-1.14720, -4.43321, 0.26796], [-1.69352, -3.06023, -0.14777], [-0.55334, -2.16969, -0.50768], [2.77181, 0.02084, -2.60912], [3.83837, -1.39541, -2.27464], [2.49034, -1.54937, -3.46271], [1.69376, -3.41596, -2.04761], [2.86530, -3.04900, -0.73143], [1.06132, -2.51854, 0.87834], [0.52362, -4.90391, -0.96235], [0.93801, -5.03348, 0.67210], [-1.67860, -5.20941, -0.28212], [-1.42371, -4.62823, 1.30521], [-2.41247, -3.15930, -0.98606], [-2.15883, -2.55110, 0.69630], [-0.43329, -2.14289, -1.52751]], "forces_ev_per_angstrom": [[0.7, 0.0, -0.4], [-0.6, 0.5, 0.1], [0.2, -0.4, 0.0], [-0.1, -0.1, 0.4], [0.1, 0.2, -0.5], [0.1, 0.0, 0.4], [0.1, 0.1, 0.3], [-0.6, -0.1, -0.1], [0.1, 0.0, -0.3], [0.2, 0.1, 0.0], [0.2, -0.1, 0.1], [0.0, 0.0, 0.4], [-0.2, 0.1, -0.1], [-0.2, 0.5, -0.1], [0.5, -0.7, 0.5], [-0.7, 1.8, -0.2], [0.5, -1.3, 0.2], [-0.2, 0.4, 0.4], [0.6, 0.2, 0.1], [0.1, -0.1, -0.1], [0.4, 0.0, -0.4], [-0.5, 0.2, 0.0], [0.6, -0.2, -0.4], [-0.7, 0.4, 0.2], [-0.3, 0.3, 0.0], [0.0, -0.1, 0.1], [0.1, -0.4, 0.3], [-0.1, -0.3, 0.0], [0.0, -0.1, 0.2], [0.1, 0.3, -0.1], [-0.1, -0.3, 0.1], [-0.2, 0.0, -0.3], [0.4, 0.0, -0.3], [0.4, -0.2, 0.1], [0.0, -0.1, 0.3], [-0.2, -0.1, 0.1], [-0.2, 0.2, 0.1], [0.0, 0.0, -0.9], [-0.2, -0.1, 0.3], [0.0, 0.0, 0.1], [0.2, 0.0, 0.4], [0.4, 0.0, 0.0], [0.2, -0.2, -0.4], [-0.2, -0.1, -0.4], [0.1, 0.0, -0.1], [0.2, 0.1, -0.1], [0.2, -0.1, -0.1], [-0.2, 0.0, -0.4], [0.1, 0.4, 0.3], [-0.7, 0.4, 0.3], [0.2, -0.4, -0.3], [-0.9, -0.1, 0.3], [0.0, -0.2, 0.0], [0.7, -1.5, -0.9], [0.1, -0.3, -0.1], [-0.4, 0.2, -0.1], [0.1, 0.2, 0.3], [-0.1, 0.5, 0.5], [-0.5, -0.2, 0.0], [0.1, -0.1, -0.4], [0.0, 0.3, -0.2], [-0.1, 0.5, 0.3], [0.3, -0.1, -0.1], [0.4, 0.1, 0.1], [0.4, 0.4, 0.6], [-0.4, -0.4, -0.2], [-0.4, 0.1, 0.4]]}

=====

[2]
{"formula": "C2H8N3O2", "method": "ωB97M-V/def2-TZVPD", "e_tot_ha": -395.1846, "gap_ha": 0.339, "lumo_energy_ev": -6.2, "de_lowest_ev": 10.1437, "total_charge": 1, "homo_energy_ev": -15.5, "elements": ["C", "C", "N", "N", "N", "O", "O", "H", "H", "H", "H", "H", "H", "H", "H"], "positions_angstrom": [[2.28602, -0.73612, 0.25637], [-1.97729, -0.26164, -0.39462], [-0.81278, 2.02428, 0.41956], [1.27093, 1.20296, -0.06580], [0.01478, 1.29834, -0.02487], [1.93810, 0.28356, -0.70826], [-0.67233, -0.21792, -0.71991], [1.42991, -1.46668, 0.26566], [2.49958, -0.27011, 1.16294], [3.28280, -1.18899, -0.32001], [-2.12912, 0.10307, 0.69549], [-2.32526, -1.27895, -0.56060], [-2.64939, 0.45804, -0.90733], [-1.76912, 1.92821, 0.07999], [1.66697, 2.13586, 0.25791]], "forces_ev_per_angstrom": [[1.9, -3.3, -3.9], [-1.7, 2.5, 2.3], [1.7, 1.7, 0.8], [0.5, 4.8, 1.8], [-5.0, -4.7, -2.3], [0.0, -0.3, -0.3], [3.0, 1.6, -0.1], [1.1, 0.6, 0.3], [0.5, 0.4, 1.6], [-2.7, 0.8, 2.1], [0.1, -1.4, -1.0], [0.0, -0.2, 0.2], [0.3, -0.5, -0.7], [-0.2, -0.4, 0.0], [0.4, -1.5, -0.8]]}

=====

[3]
{"formula": "C3H15NO4", "method": "ωB97M-V/def2-TZVPD", "e_tot_ha": -478.7862, "gap_ha": 0.124, "lumo_energy_ev": -4.3, "de_lowest_ev": 6.6014, "homo_energy_ev": -7.7, "elements": ["N", "C", "C", "C", "H", "H", "H", "H", "H", "H", "H", "H", "H", "O", "H", "H", "O", "H", "H", "O", "H", "H", "O"], "positions_angstrom": [[-0.87671, -1.18395, 1.38721], [2.62941, 0.60384, 1.14084], [1.09006, 1.55742, -0.57960], [1.41852, 1.04111, 0.65827], [-0.35875, -1.97987, 1.76953], [-0.90852, -1.15773, 0.36946], [3.57797, 1.06462, 0.85410], [2.58256, 0.13526, 2.09718], [0.12964, 2.03755, -0.71067], [1.92712, 1.70101, -1.26248], [0.55239, 0.93121, 1.32169], [-1.47811, -0.75282, -1.77744], [-0.52163, 0.33103, -2.32902], [-0.48975, -0.57646, -1.95113], [2.00503, -0.93331, -0.10661], [1.34031, -0.97703, -1.35166], [1.81100, -1.58628, -0.76030], [-2.41479, 1.67643, 1.04058], [-2.17039, 0.58622, -0.10361], [-2.07233, 1.50897, 0.17591], [-3.32938, -1.64668, -1.01306], [-1.80756, -1.25262, 1.76425], [-2.63608, -1.12792, -0.63343]], "forces_ev_per_angstrom": [[1.2, 0.1, 1.1], [-0.4, 2.3, 0.1], [1.5, 1.0, 0.6], [-1.3, -0.3, 0.5], [-0.2, 0.3, -0.7], [-0.3, -0.6, 0.3], [-0.1, -0.8, -0.6], [0.2, -0.6, 0.5], [-0.3, -0.3, -0.2], [-0.5, -0.4, -0.6], [0.1, -0.7, -0.1], [-0.1, -0.6, 1.2], [0.0, -0.9, 0.0], [0.3, 1.9, -0.8], [0.4, -0.2, 1.0], [-0.7, -0.9, -0.6], [0.3, 0.1, -0.7], [-0.4, -0.5, 0.6], [-0.9, -0.8, 0.3], [1.2, 1.2, -1.0], [-0.7, -0.3, -0.3], [-0.3, 0.1, -0.4], [0.9, 0.9, -0.4]]}

=====

[4]
{"formula": "C51H47IN9OPRuSeSi", "method": "ωB97M-V/def2-TZVPD", "e_tot_ha": -5963.9917, "gap_ha": [0.156, 0.153], "lumo_energy_ev": [-8.0, -8.1], "total_charge": 2, "homo_energy_ev": [-12.3, -12.3], "elements": ["Ru", "C", "N", "C", "N", "C", "N", "C", "C", "C", "C", "C", "C", "C", "N", "N", "C", "O", "C", "C", "C", "C", "C", "C", "N", "C", "N", "C", "N", "C", "H", "H", "H", "H", "H", "H", "H", "H", "H", "H", "H", "H", "H", "H", "H", "H", "I", "C", "C", "C", "C", "C", "C", "C", "C", "C", "P", "C", "C", "C", "C", "C", "C", "C", "C", "C", "C", "C", "C", "C", "H", "H", "H", "H", "H", "H", "H", "H", "H", "H", "H", "H", "H", "H", "H", "H", "Se", "C", "C", "C", "N", "C", "C", "H", "H", "H", "H", "C", "Si", "C", "C", "C", "H", "H", "H", "H", "H", "H", "H", "H", "H", "H", "H"], "positions_angstrom": [[0.51674, 0.61649, 0.14798], [-1.31635, -3.68167, 3.17069], [-0.28809, -2.92550, 2.51166], [-0.07073, -1.61101, 2.56649], [0.89624, -1.28265, 1.72338], [1.26705, -2.47737, 1.19503], [0.56599, -3.47829, 1.65066], [-2.33882, -4.24960, 2.20809], [-2.74466, -5.56692, 2.38476], [-3.72206, -6.12222, 1.57524], [-4.29594, -5.37017, 0.57009], [-3.88944, -4.04627, 0.37044], [-2.91334, -3.48988, 1.19826], [-4.52315, -3.32291, -0.70952], [-5.48319, -3.81245, -1.44657], [-5.80595, -2.91643, -2.34788], [-5.04641, -1.86948, -2.17368], [-4.20404, -2.06883, -1.12541], [-5.09506, -0.69100, -3.00995], [-5.98446, -0.71683, -4.08942], [-6.06974, 0.37535, -4.92879], [-5.27854, 1.48977, -4.70929], [-4.40309, 1.53754, -3.63014], [-3.58769, 2.79779, -3.41137], [-2.24499, 2.49602, -2.99802], [-1.69546, 2.51454, -1.78244], [-0.46468, 2.02259, -1.83962], [-0.31514, 1.72977, -3.15660], [-1.37010, 2.00144, -3.86887], [-4.30880, 0.43935, -2.78566], [-1.81117, -3.01826, 3.88559], [-0.85101, -4.50558, 3.71722], [-0.58729, -0.93051, 3.21035], [2.07224, -2.60028, 0.49500], [-2.30119, -6.15618, 3.17254], [-4.03226, -7.14311, 1.73910], [-5.05362, -5.78830, -0.07328], [-2.62533, -2.46062, 1.04667], [-6.58427, -1.59570, -4.25729], [-6.75839, 0.36635, -5.75690], [-5.34729, 2.33586, -5.37494], [-4.05437, 3.42584, -2.64764], [-3.52966, 3.35788, -4.34917], [-2.17996, 2.89294, -0.90870], [0.56570, 1.32499, -3.61079], [-3.63550, 0.44477, -1.93946], [0.28745, -1.40161, -1.85069], [2.12811, -2.02918, -2.82400], [1.87392, -2.93814, -3.82128], [2.90806, -3.44285, -4.61303], [4.17984, -3.00109, -4.39798], [4.46485, -2.06526, -3.38292], [5.79894, -1.63695, -3.23819], [6.14939, -0.73917, -2.27299], [5.16678, -0.26394, -1.40930], [3.83716, -0.64352, -1.50691], [2.87943, 0.19339, -0.16849], [3.77400, -0.34553, 1.31087], [4.56028, -1.49363, 1.30734], [5.29533, -1.82528, 2.42904], [5.24711, -1.02283, 3.55780], [4.41552, 0.08621, 3.58515], [3.66017, 0.41367, 2.47418], [3.41561, 1.89194, -0.52644], [4.36348, 2.62806, 0.16986], [4.67894, 3.90193, -0.27183], [4.04061, 4.44995, -1.37363], [3.08429, 3.71719, -2.06065], [2.78430, 2.43846, -1.64251], [3.42766, -1.55134, -2.52414], [0.86435, -3.26906, -4.01053], [2.68332, -4.15601, -5.38836], [4.99576, -3.35596, -5.00718], [6.53963, -2.03480, -3.91372], [7.16732, -0.40187, -2.16443], [5.47276, 0.42141, -0.63077], [4.61114, -2.12835, 0.43291], [5.91733, -2.70502, 2.40722], [5.85044, -1.27030, 4.41682], [4.36456, 0.70082, 4.47072], [2.97328, 1.25383, 2.50005], [4.85655, 2.20871, 1.03634], [5.43879, 4.46573, 0.24571], [4.29651, 5.44363, -1.70663], [2.58209, 4.13230, -2.92033], [2.06520, 1.83206, -2.18133], [0.64624, 2.80753, 1.13833], [1.02894, 3.56634, 2.89944], [2.34794, 3.79048, 3.27175], [2.58942, 4.37022, 4.51182], [1.61885, 4.71496, 5.32162], [0.36654, 4.53967, 4.97511], [0.01113, 3.97870, 3.75144], [3.17640, 3.56470, 2.61866], [3.59706, 4.57656, 4.84070], [-0.37373, 4.87502, 5.68903], [-1.02573, 3.89814, 3.47329], [-4.39258, 0.43669, 1.69568], [-2.68696, 1.26936, 1.88208], [-1.99279, 1.10934, 3.65379], [-2.94614, 3.12503, 1.52322], [-1.58478, 0.32857, 0.63540], [-5.12664, 0.97087, 2.28804], [-4.40474, -0.59908, 2.01803], [-4.73215, 0.46820, 0.66483], [-2.46058, 1.83537, 4.31198], [-0.91929, 1.27747, 3.69926], [-2.20688, 0.13080, 4.07072], [-3.33070, 3.60351, 2.41918], [-3.68777, 3.28866, 0.74597], [-2.03486, 3.65422, 1.24808], [-2.01880, 0.43045, -0.36516], [-1.63037, -0.74066, 0.87410]], "forces_ev_per_angstrom": [[0.4, 2.2, 1.5], [-0.6, -0.6, 0.3], [0.4, 1.3, 0.1], [-0.1, -0.2, 0.0], [-0.4, 1.5, -0.7], [-0.1, -0.2, 0.1], [0.5, -0.8, -0.4], [0.0, -0.2, 0.0], [0.1, 0.2, 0.0], [0.0, 0.1, 0.0], [0.1, 0.1, 0.0], [0.5, -0.1, 0.5], [-0.2, -0.1, -0.1], [-1.0, -0.2, -0.9], [0.9, -1.3, 1.8], [-0.3, 1.9, -1.5], [-0.6, -1.2, 0.1], [0.4, 0.3, 0.1], [0.2, 0.6, -0.2], [0.2, 0.1, 0.1], [0.0, 0.0, 0.1], [0.1, 0.1, 0.2], [-0.1, -0.1, -0.2], [-0.8, 0.0, -0.3], [0.6, 0.1, 0.9], [-0.1, 0.0, -0.1], [0.5, -0.7, 1.2], [0.0, 0.0, -0.2], [0.2, -0.2, -0.9], [-0.2, -0.1, 0.0], [0.2, 0.0, 0.0], [0.0, 0.2, 0.0], [-0.2, 0.1, 0.1], [0.0, -0.1, -0.1], [0.1, -0.1, 0.1], [0.0, -0.1, 0.0], [-0.1, 0.0, 0.0], [0.1, 0.1, 0.0], [-0.1, -0.1, 0.0], [-0.1, 0.0, -0.1], [0.0, 0.1, -0.1], [0.2, 0.0, -0.1], [0.0, 0.0, 0.2], [-0.2, 0.1, 0.3], [0.2, -0.1, 0.0], [0.1, 0.0, 0.1], [0.2, -0.1, 0.0], [-0.5, 0.0, 0.2], [-0.4, 0.4, 0.5], [0.4, 0.1, 0.0], [-0.3, -0.1, -0.1], [-0.2, 0.1, 0.1], [0.0, 0.2, 0.2], [0.1, -0.2, -0.2], [-0.4, -0.1, 0.0], [-0.2, 0.1, 0.2], [0.7, -0.1, -0.4], [-0.5, 0.0, 0.0], [-0.1, 0.0, -0.1], [0.0, 0.0, 0.1], [0.0, -0.1, -0.1], [0.0, 0.1, 0.1], [-0.1, 0.0, -0.1], [-0.4, 0.1, -0.2], [-0.1, -0.3, 0.1], [0.0, 0.1, 0.0], [0.0, 0.1, 0.0], [0.0, 0.0, 0.0], [0.2, -0.2, 0.0], [0.3, -0.1, -0.1], [-0.1, 0.0, 0.0], [0.0, -0.1, -0.1], [0.1, -0.1, -0.1], [0.1, -0.1, -0.1], [0.1, 0.0, 0.0], [0.0, 0.0, 0.0], [0.1, 0.0, 0.0], [0.1, -0.1, 0.1], [0.0, 0.0, 0.1], [0.0, 0.0, 0.1], [0.1, 0.0, 0.1], [0.1, 0.0, 0.0], [0.1, 0.1, 0.1], [0.0, 0.1, 0.0], [0.0, 0.1, -0.1], [0.1, 0.2, 0.0], [-0.4, -0.9, -0.7], [0.2, -0.6, 0.2], [0.1, -0.1, -0.1], [0.0, -0.1, -0.7], [0.3, 0.5, 1.3], [-0.3, -0.1, -0.6], [-0.1, -0.1, -0.2], [0.1, -0.1, -0.1], [0.2, 0.0, 0.0], [-0.2, 0.0, -0.1], [-0.2, -0.1, 0.0], [0.8, 0.2, 0.1], [-0.2, 0.3, 0.5], [-0.3, 0.0, -0.7], [0.3, -0.7, -0.1], [0.2, -0.9, -0.9], [-0.1, 0.2, 0.2], [0.1, -0.2, 0.1], [0.0, 0.0, -0.2], [-0.1, 0.1, 0.1], [0.2, 0.0, 0.0], [-0.1, -0.2, 0.1], [-0.1, 0.0, 0.2], [-0.1, 0.0, -0.2], [0.1, 0.1, 0.0], [-0.1, -0.1, 0.1], [-0.2, 0.2, 0.0]]}